Entry from OMol25: C24H51N6ReSi3 as an isolated structure (ωB97M-V/def2-TZVPD).

Structure (ORCA input):
```
! wB97M-V def2-TZVPD RIJCOSX def2/J DEFGRID3
* xyz 2 1
Re -0.7006 0.1311 -0.3265
N -1.8819 -0.9926 1.2347
C -3.2986 -1.4065 1.0176
C -3.4054 -2.4324 -0.1102
C -4.0064 -1.8904 -1.4058
C -3.3991 -0.5885 -1.8968
N -1.9024 -0.6394 -1.9560
H -1.3501 -1.8314 1.4581
H -1.8690 -0.4406 2.0899
H -3.8718 -0.5046 0.8022
H -3.6844 -1.8197 1.9501
H -4.0120 -3.2758 0.2181
H -2.4105 -2.8505 -0.2984
H -5.0759 -1.7174 -1.2695
H -3.9219 -2.6521 -2.1851
H -3.6693 0.2461 -1.2537
H -3.7802 -0.3738 -2.8959
H -1.6076 -0.1546 -2.7991
H -1.6179 -1.6066 -2.1139
C -0.8293 3.3767 -2.4236
Si 0.4383 2.3205 -1.5956
C 1.7745 3.2919 -0.7811
C 1.2851 2.0941 2.0864
C 0.6290 0.6373 -2.0785
Si 2.3180 -0.1019 -2.4357
C 2.0971 -1.6882 -3.4125
C 3.2933 1.0807 -3.5028
C 3.2901 -0.4083 -0.8541
H -1.2695 4.0925 -1.7289
H -1.6264 2.7891 -2.8753
H -0.3368 3.9541 -3.2123
H 1.4061 4.1520 -0.2235
H 2.3653 3.6751 -1.6223
H 2.4359 2.7024 -0.1504
H 1.0509 2.3466 3.1224
H 2.3499 2.2841 1.9479
H 0.7317 2.7839 1.4515
H 0.0658 0.4895 -3.0125
H 1.7406 -1.4480 -4.4174
H 1.3808 -2.3830 -2.9719
H 3.0495 -2.2087 -3.5424
H 2.6914 1.4613 -4.3311
H 4.1599 0.5794 -3.9408
H 3.6702 1.9344 -2.9347
H 2.7766 -1.0474 -0.1306
H 3.5147 0.5351 -0.3499
H 4.2583 -0.8637 -1.0854
N 2.1644 -6.1116 -0.7104
C 2.0536 -4.7880 -0.7025
N 3.1453 -4.0357 -0.8676
N 0.8304 -4.2901 -0.5198
C 0.5875 -3.0358 -0.4467
N 0.2517 -1.9209 -0.3860
H 3.0403 -6.5824 -0.8558
H 1.3352 -6.6626 -0.5638
H 4.0545 -4.4467 -0.9959
H 3.0720 -3.0327 -0.9201
C 3.4950 -0.0339 3.3616
Si 1.6972 -0.4858 3.2060
C 0.7526 -0.1014 4.7669
C 1.5324 -2.3107 2.8129
C 0.9444 0.6255 1.8218
H 3.9895 -0.6921 4.0790
H 3.6205 0.9888 3.7215
H 4.0219 -0.1252 2.4086
H 1.2028 -0.6091 5.6221
H -0.2886 -0.4309 4.7091
H 0.7544 0.9668 4.9909
H 1.8188 -2.9021 3.6850
H 2.1866 -2.6034 1.9899
H 0.5136 -2.5987 2.5552
H -0.1382 0.4794 1.9224
H 1.3450 0.2572 0.8568
C -1.6562 1.5855 -0.0985
C -2.5703 2.6142 0.3228
C -2.3751 3.2210 1.5702
C -3.2534 4.1947 2.0121
C -4.3305 4.5687 1.2185
C -4.5358 3.9666 -0.0168
C -3.6614 2.9935 -0.4676
H -1.5313 2.9260 2.1825
H -3.1012 4.6629 2.9750
H -5.0136 5.3327 1.5642
H -5.3784 4.2595 -0.6283
H -3.8216 2.5250 -1.4298
*
```

The frontier orbital gap comes out at 8.448 eV. The calculation puts the relative energy (zero: lowest compared OMol25 entry of this formula, charge and spin) at 0.237 eV. The calculation puts the largest force on an atom at 0.01699 Eh/bohr.

---

Entry from OMol25: C24H52Cl40GaO as an isolated structure (ωB97M-V/def2-TZVPD).

Structure (ORCA input):
```
! wB97M-V def2-TZVPD RIJCOSX def2/J DEFGRID3
* xyz -1 1
O -0.9134 3.0543 -2.2405
C -0.3219 1.9207 -2.8983
C 0.2662 0.8548 -1.9542
C 0.7725 1.3782 -0.5800
C 1.8979 0.5501 0.0944
Ga 2.3803 1.3653 1.9079
H -1.5629 2.7225 -1.6279
H 0.4607 2.3267 -3.5605
H -1.0854 1.4568 -3.5528
H 1.0993 0.3594 -2.4842
H -0.5058 0.0831 -1.7641
H 1.1196 2.4248 -0.6844
H -0.0876 1.4166 0.1187
H 1.5515 -0.4897 0.2455
H 2.7664 0.5296 -0.5893
H 3.2532 0.3664 2.8214
H 0.9449 1.6746 2.6293
H 3.0904 2.7967 1.6642
C 1.3598 -3.6736 -0.2776
Cl 0.1523 -3.0943 0.8753
Cl 1.4690 -2.7048 -1.7412
H 2.3243 -3.6360 0.2119
H 1.1038 -4.6904 -0.5533
C 5.9816 0.8702 4.9660
Cl 6.1628 1.8573 3.5139
Cl 4.3353 0.8781 5.6138
H 6.2365 -0.1522 4.7246
H 6.6417 1.2629 5.7309
C 1.0073 4.0943 4.0867
Cl -0.7418 4.2597 3.8570
Cl 1.8840 5.5389 3.5770
H 1.1975 3.9396 5.1420
H 1.3618 3.2654 3.4834
C -3.8854 -4.5198 0.1692
Cl -5.0393 -4.0613 1.4334
Cl -4.1794 -6.1747 -0.3972
H -4.0068 -3.8460 -0.6698
H -2.8839 -4.4667 0.5805
C 5.2112 -5.0697 -1.2946
Cl 4.9347 -3.3591 -0.9764
Cl 3.7966 -5.8869 -1.9806
H 6.0256 -5.1591 -2.0036
H 5.4525 -5.5558 -0.3562
C 3.1761 4.9013 -2.2721
Cl 3.6855 4.5508 -0.6256
Cl 2.9175 3.4024 -3.1875
H 2.2360 5.4399 -2.2298
H 3.9370 5.4781 -2.7854
C 3.9703 8.5135 2.2460
Cl 3.9771 10.2371 1.8226
Cl 3.9174 7.4176 0.8732
H 4.8489 8.2732 2.8339
H 3.0777 8.3178 2.8307
C 1.8008 2.3901 -6.3655
Cl 2.1417 0.8699 -5.5328
Cl 0.9426 2.1625 -7.8992
H 1.1790 2.9813 -5.7064
H 2.7395 2.8915 -6.5668
C -6.1608 -4.6524 -2.9071
Cl -7.2962 -4.8492 -4.2512
Cl -4.8925 -3.4666 -3.2524
H -6.7150 -4.3103 -2.0403
H -5.6895 -5.6067 -2.7134
C -0.8270 -7.3157 2.4328
Cl -0.8641 -6.3884 0.9313
Cl -2.4370 -7.4189 3.1550
H -0.4680 -8.3158 2.2201
H -0.1515 -6.7954 3.1000
C -6.0922 -7.3148 3.3782
Cl -7.8564 -7.3878 3.5617
Cl -5.2556 -7.4184 4.9276
H -5.7799 -8.1502 2.7621
H -5.8344 -6.3694 2.9133
C 3.7671 -6.5585 3.3363
Cl 3.7442 -5.8882 1.7072
Cl 2.1544 -6.6019 4.0737
H 4.1337 -7.5766 3.2823
H 4.4003 -5.9321 3.9529
C -0.5304 7.7060 1.8247
Cl -2.1058 8.3262 2.3468
Cl 0.5489 8.9949 1.2671
H -0.0513 7.2273 2.6672
H -0.6868 7.0092 1.0104
C 5.7799 -2.9743 6.2543
Cl 4.8692 -2.8245 4.7510
Cl 7.3081 -2.0787 6.2057
H 5.1796 -2.5719 7.0618
H 6.0169 -4.0189 6.4203
C -8.1208 -8.3202 -0.1019
Cl -8.0973 -6.9655 -1.2338
Cl -6.6022 -9.2370 -0.1257
H -8.2719 -7.9374 0.9000
H -8.9188 -8.9928 -0.3926
C -2.3187 4.0956 -5.2585
Cl -0.6239 4.5777 -5.1233
Cl -3.3006 5.3458 -6.0213
H -2.3773 3.1814 -5.8373
H -2.6953 3.9556 -4.2515
C -4.1390 8.8067 -7.7111
Cl -5.2932 8.1635 -6.5406
Cl -4.6193 10.3890 -8.3430
H -3.1808 8.9141 -7.2172
H -4.0759 8.1147 -8.5422
C -4.8279 -9.4927 -3.4978
Cl -5.4770 -7.9572 -4.0796
Cl -5.0929 -10.8156 -4.6434
H -3.7604 -9.3777 -3.3517
H -5.3305 -9.7395 -2.5716
C 4.8268 6.4871 6.3624
Cl 4.2025 4.9800 7.0518
Cl 5.0236 6.3937 4.6129
H 4.1193 7.2772 6.5846
H 5.7938 6.6866 6.8079
C -2.0012 6.4239 -2.1611
Cl -3.6609 5.9286 -2.5465
Cl -1.9552 7.8100 -1.0648
H -1.4936 5.5904 -1.6903
H -1.5136 6.7023 -3.0878
*
```

The frontier orbital gap comes out at 6.339 eV. The calculation puts the relative energy (zero: lowest compared OMol25 entry of this formula, charge and spin) at 0.000 eV. The calculation puts the largest force on an atom at 0.01173 Eh/bohr.

---

Entry from OMol25: a 9-piece molecular cluster, C24H52N4O18 overall in a non-equilibrium geometry (ωB97M-V/def2-TZVPD).

Structure (ORCA input):
```
! wB97M-V def2-TZVPD RIJCOSX def2/J DEFGRID3
* xyz 0 1
C -4.8263 -0.8188 -4.6636
N -4.9385 -2.0804 -3.9253
O -5.0067 -1.9716 -2.7324
O -5.3419 -2.9822 -4.5562
H -3.7704 -0.5582 -4.5918
H -5.4360 -0.0698 -4.1584
H -5.0125 -1.0257 -5.7175
C -1.6074 -0.8271 -0.3744
N -0.5753 -0.0904 0.4438
O -1.0016 0.4936 1.5040
O 0.5998 -0.2176 0.1876
H -2.4368 -1.1574 0.2510
H -1.0460 -1.6520 -0.8132
H -2.0245 -0.2598 -1.2065
C -1.5758 -5.2026 -5.4215
N -0.2632 -4.6506 -4.9507
O 0.7202 -5.2965 -5.2370
O -0.1199 -3.6016 -4.3262
H -2.2660 -4.9252 -4.6248
H -1.5625 -6.2882 -5.5184
H -1.8794 -4.7775 -6.3781
C -3.7322 -5.1768 1.3298
N -3.9793 -5.8977 0.0927
O -4.9779 -6.6007 -0.0470
O -3.2423 -5.7188 -0.8213
H -4.3165 -5.6045 2.1445
H -4.0288 -4.1280 1.3212
H -2.6600 -5.3574 1.4056
C 1.5931 -5.6775 -0.2268
C 2.2237 -7.0205 -0.4345
O 2.8860 -7.0310 -1.7460
C 3.8499 -7.8971 -1.9874
C 4.3543 -7.7169 -3.3744
O 4.2662 -8.7759 -1.2087
H 0.7240 -5.4815 -0.8549
H 2.3433 -4.8902 -0.3002
H 1.0687 -5.7449 0.7264
H 2.8183 -7.2946 0.4370
H 1.5415 -7.8705 -0.4470
H 4.8223 -8.5644 -3.8752
H 4.8771 -6.7636 -3.4525
H 3.5298 -7.6753 -4.0861
C 4.2382 8.5885 3.9282
C 4.7357 7.3122 3.2118
O 3.6966 6.4935 2.7858
C 3.8586 5.2760 2.3282
C 2.5231 4.6810 2.0117
O 4.9230 4.6546 2.5575
H 4.9893 9.2961 4.2791
H 3.6197 8.3596 4.7961
H 3.6971 9.0907 3.1263
H 5.3489 7.5463 2.3416
H 5.3343 6.7124 3.8974
H 1.6442 5.1437 2.4606
H 2.3737 3.6563 2.3518
H 2.5704 4.8446 0.9351
C -3.6325 0.0767 5.9968
C -3.8710 0.3886 7.4992
O -3.4642 1.6353 7.7028
C -3.6947 2.3156 8.8809
C -3.1136 3.7094 8.8091
O -4.2274 1.8982 9.9135
H -2.7339 0.6138 5.6932
H -4.4680 0.4811 5.4255
H -3.4772 -0.9844 5.8013
H -4.8138 0.1506 7.9918
H -3.2096 -0.1819 8.1513
H -2.1479 3.7524 9.3127
H -3.7982 4.4280 9.2597
H -3.1157 4.1468 7.8107
C -4.1969 5.5631 1.9629
C -3.0332 4.5243 1.7049
O -2.7327 4.3760 0.3560
C -3.6508 3.7582 -0.4969
C -3.1118 3.7441 -1.9556
O -4.6980 3.2763 -0.2124
H -4.0098 6.1041 2.8905
H -5.1494 5.0388 1.8858
H -4.2363 6.3372 1.1966
H -2.1787 5.0094 2.1767
H -3.2096 3.5614 2.1844
H -2.9864 4.7716 -2.2973
H -3.7683 3.2796 -2.6914
H -2.1830 3.1738 -1.9497
C 4.2463 0.0232 -3.6563
C 5.6757 -0.5089 -4.2235
O 6.4099 0.5173 -4.9266
C 6.1777 0.9001 -6.2260
C 7.1230 1.9769 -6.6339
O 5.3335 0.4179 -6.9810
H 4.2297 1.1115 -3.7149
H 4.1364 -0.2788 -2.6148
H 3.6011 -0.5639 -4.3099
H 6.2402 -0.7910 -3.3347
H 5.5686 -1.3082 -4.9567
H 7.1044 2.8367 -5.9643
H 6.8125 2.3950 -7.5914
H 8.1101 1.5156 -6.6658
*
```

The frontier orbital gap comes out at 9.730 eV. The calculation puts the relative energy (zero: lowest compared OMol25 entry of this formula, charge and spin) at 3.286 eV. The calculation puts the largest force on an atom at 0.11418 Eh/bohr. As for the SMILES: C[N+](=O)[O-].C[N+](=O)[O-].C[N+](=O)[O-].C[N+](=O)[O-].CCOC(C)=O.CCOC(C)=O.CCOC(C)=O.CCOC(C)=O.CCOC(C)=O.